Formula: C49H62Cl10NO6
Source: the OMol25 dataset
Level of theory: ωB97M-V with the def2-TZVPD basis set

Properties
* DFT total energy: -7012.0615 Ha
* multiplicity: 1
* Kohn-Sham gap: 0.044 hartree
* total charge: -1
* E_HOMO: -0.0562 Ha
* strongest force on any atom: 3.89 eV/A

Last column: Löwdin charge in e.
CARTESIAN COORDINATES (ANGSTROEM)
C: -11.891 13.825 -2.545  -0.0956
C: -11.254 14.121 -3.895  -0.2508
C: -10.656 15.512 -4.009  -0.1983
C: -9.945 15.685 -5.308  -0.1826
N: -9.363 16.999 -5.655  -0.2312
C: -8.850 17.031 -7.085  -0.0927
C: -7.662 17.951 -7.097  -0.1186
C: -7.318 18.179 -5.623  -0.1390
C: -8.202 17.346 -4.757  -0.1235
C: -10.483 18.067 -5.298  0.0599
H: -12.110 12.758 -2.511  0.0716
H: -12.834 14.310 -2.291  0.0821
H: -11.156 13.924 -1.746  0.0772
H: -11.967 13.960 -4.703  0.1184
H: -10.473 13.400 -4.136  0.1101
H: -10.116 15.965 -3.178  0.1315
H: -11.530 16.127 -4.228  0.1098
H: -10.571 15.450 -6.169  0.1491
H: -9.065 15.043 -5.277  0.1354
H: -9.609 17.193 -7.851  0.1437
H: -8.601 16.023 -7.418  0.1326
H: -7.752 18.949 -7.526  0.1296
H: -6.802 17.408 -7.490  0.1224
H: -7.405 19.213 -5.291  0.1333
H: -6.422 17.677 -5.259  0.1236
H: -8.646 17.618 -3.800  0.1338
H: -7.720 16.389 -4.555  0.1322
H: -10.423 18.288 -4.232  0.1082
H: -11.459 17.812 -5.710  0.1120
H: -10.480 19.029 -5.811  0.1147
C: -14.888 23.726 -9.082  -0.5205
O: -15.014 25.097 -9.004  -0.4975
H: -15.355 23.188 -9.907  0.0061
H: -13.831 23.469 -9.148  -0.0007
H: -15.166 23.405 -8.078  0.0151
C: -7.945 24.929 -1.284  -0.5067
O: -8.461 26.226 -1.152  -0.5014
H: -8.548 24.084 -0.954  -0.0011
H: -7.798 24.629 -2.322  0.0024
H: -6.983 24.811 -0.785  0.0082
Cl: -0.318 15.896 -3.665  0.5148
C: 0.592 16.124 -2.147  -0.6224
C: -0.435 16.684 -1.153  -0.7307
Cl: -1.822 15.696 -0.798  0.5586
H: 1.413 16.786 -2.423  0.0688
H: 1.071 15.218 -1.774  0.0757
H: -0.843 17.676 -1.349  0.0689
H: 0.154 16.769 -0.240  0.0662
Cl: -5.655 10.445 -5.338  0.5340
C: -4.170 10.617 -6.338  -0.6467
C: -4.441 10.708 -7.820  -0.6873
Cl: -3.213 10.023 -8.905  0.5513
H: -3.285 10.011 -6.142  0.0756
H: -3.869 11.609 -6.001  0.0528
H: -4.676 11.702 -8.201  0.0698
H: -5.360 10.155 -8.015  0.0504
Cl: -16.935 14.489 -10.033  0.4800
C: -18.470 15.435 -10.270  -0.6362
C: -18.262 16.886 -9.955  -0.6103
Cl: -17.676 17.028 -8.253  0.4960
H: -19.135 14.952 -9.553  0.0580
H: -18.954 15.206 -11.219  0.0765
H: -19.239 17.350 -9.819  0.0668
H: -17.477 17.496 -10.403  0.0681
Cl: -14.871 19.241 -16.041  0.4549
C: -13.344 20.313 -16.054  -0.5781
C: -12.287 19.642 -15.220  -0.6749
Cl: -12.051 17.919 -15.621  0.5025
H: -13.553 21.225 -15.496  0.0763
H: -13.130 20.605 -17.082  0.0712
H: -12.704 19.686 -14.214  0.0691
H: -11.341 20.182 -15.270  0.0784
Cl: -0.104 23.639 -6.220  0.5143
C: -0.724 25.315 -6.374  -0.6784
C: -0.022 26.458 -5.603  -0.5935
Cl: 1.663 26.700 -6.259  0.4845
H: -1.771 25.351 -6.073  0.0732
H: -0.694 25.574 -7.432  0.0575
H: 0.070 26.043 -4.599  0.0637
H: -0.616 27.365 -5.708  0.0787
C: -18.124 19.105 -0.279  -0.0224
C: -17.863 18.048 0.681  -0.0530
C: -16.744 18.230 1.470  -0.0384
C: -15.961 19.394 1.417  -0.0559
C: -16.277 20.448 0.507  -0.0983
C: -17.331 20.289 -0.324  -0.0147
C: -15.464 21.717 0.573  -0.2670
O: -15.732 22.649 -0.171  0.1144
C: -14.536 21.946 1.684  -0.0853
C: -13.896 23.160 1.926  0.0030
C: -12.919 23.363 2.913  -0.0127
C: -12.462 22.173 3.584  -0.0400
C: -13.048 20.896 3.425  -0.0001
C: -14.132 20.900 2.560  -0.1038
C: -14.779 19.563 2.382  -0.2318
O: -14.393 18.617 3.113  0.0407
H: -19.059 19.039 -0.817  0.0920
H: -18.411 17.117 0.696  0.0975
H: -16.474 17.337 2.013  0.1115
H: -17.641 21.170 -0.867  0.1219
H: -14.177 23.940 1.235  0.1204
H: -12.352 24.260 3.114  0.1082
H: -11.555 22.323 4.150  0.0965
H: -12.764 20.107 4.106  0.1169
C: -9.870 13.687 8.467  -0.0391
C: -10.050 12.777 9.500  -0.0550
C: -9.331 12.857 10.687  -0.0181
C: -8.332 13.745 10.738  -0.0944
C: -8.135 14.686 9.744  -0.1138
C: -8.898 14.671 8.622  -0.0054
C: -7.206 15.840 9.863  -0.2446
O: -7.292 16.808 9.087  0.0782
C: -6.189 15.804 10.983  -0.0356
C: -5.263 16.878 11.137  -0.0195
C: -4.376 16.764 12.119  -0.0818
C: -4.483 15.757 13.121  -0.0321
C: -5.528 14.841 13.122  -0.0136
C: -6.349 14.830 12.020  -0.0916
C: -7.409 13.784 11.972  -0.2462
O: -7.464 12.975 12.880  0.0970
H: -10.461 13.593 7.568  0.1073
H: -10.875 12.088 9.392  0.1052
H: -9.615 12.158 11.460  0.1267
H: -8.704 15.472 7.925  0.1227
H: -5.189 17.695 10.435  0.1240
H: -3.699 17.589 12.286  0.1086
H: -3.818 15.818 13.970  0.1013
H: -5.681 14.069 13.861  0.1196